No. 1
C35H65Br6NO6 | ωB97M-V/def2-TZVPD

**Maximum force**: 4.76 eV/A
**M**: 1075.330 Da
**Multiplicity**: 2
**LUMO level (alpha / beta)**: 1.929 / 1.929 eV
**Total charge**: -1
**Highest occupied orbital energy (alpha / beta)**: -0.74 / -5.33 eV

Last column: Löwdin spin population.
Atoms and positions in Å:
Br (-4.899, -5.046, 15.153)  0.00
C (-5.677, -6.538, 16.174)  0.00
C (-4.768, -7.719, 16.044)  0.00
Br (-5.380, -9.299, 17.034)  0.00
H (-6.708, -6.738, 15.885)  0.00
H (-5.653, -6.132, 17.185)  0.00
H (-3.784, -7.415, 16.401)  0.00
H (-4.521, -8.076, 15.044)  0.00
Br (-11.460, -5.867, 20.706)  0.00
C (-13.322, -6.562, 21.023)  0.00
C (-14.198, -6.668, 19.760)  0.00
Br (-16.068, -7.288, 20.277)  0.00
H (-13.754, -5.844, 21.721)  0.00
H (-13.332, -7.492, 21.591)  0.00
H (-13.791, -7.356, 19.019)  0.00
H (-14.403, -5.699, 19.307)  0.00
Br (-6.486, -1.552, 18.229)  0.00
C (-4.849, -2.624, 17.822)  0.01
C (-3.584, -1.898, 18.248)  0.00
Br (-2.013, -2.786, 17.575)  0.00
H (-5.056, -2.969, 16.809)  0.00
H (-4.881, -3.535, 18.420)  0.01
H (-3.463, -1.700, 19.314)  0.00
H (-3.505, -0.865, 17.912)  0.00
N (-5.205, -6.391, 19.915)  0.25
C (-5.443, -5.137, 20.396)  0.18
C (-6.727, -4.721, 20.778)  0.05
C (-7.807, -5.541, 20.545)  0.23
C (-7.626, -6.813, 19.986)  0.13
C (-6.284, -7.179, 19.704)  0.05
H (-4.579, -4.542, 20.655)  0.01
H (-6.862, -3.743, 21.215)  0.00
H (-8.819, -5.235, 20.763)  0.02
H (-8.465, -7.438, 19.715)  0.01
H (-6.120, -8.176, 19.321)  0.00
C (-2.185, -5.508, 23.996)  0.00
C (-2.747, -5.929, 22.753)  0.00
C (-2.263, -7.375, 22.599)  0.00
O (-1.264, -7.536, 23.588)  0.00
C (-0.864, -6.262, 24.126)  0.00
H (-2.771, -5.869, 24.841)  0.00
H (-1.997, -4.463, 24.245)  0.00
H (-2.305, -5.359, 21.936)  0.00
H (-3.830, -5.810, 22.752)  0.00
H (-1.848, -7.384, 21.592)  0.00
H (-3.024, -8.145, 22.726)  0.00
H (-0.169, -5.695, 23.506)  0.00
H (-0.413, -6.324, 25.117)  0.00
C (-6.263, -3.146, 25.069)  0.00
C (-4.929, -3.372, 25.721)  0.00
C (-5.170, -2.945, 27.185)  0.00
O (-6.094, -1.872, 27.073)  0.00
C (-6.763, -1.901, 25.808)  0.00
H (-6.929, -3.982, 25.282)  0.00
H (-6.258, -3.034, 23.985)  0.00
H (-4.114, -2.778, 25.306)  0.00
H (-4.605, -4.411, 25.674)  0.00
H (-4.283, -2.575, 27.698)  0.00
H (-5.625, -3.764, 27.742)  0.00
H (-6.580, -0.975, 25.263)  0.00
H (-7.848, -1.969, 25.891)  0.00
C (-6.467, -8.325, 23.330)  0.00
C (-5.739, -8.916, 24.477)  0.00
C (-6.500, -8.496, 25.679)  0.00
O (-7.355, -7.408, 25.268)  0.00
C (-6.910, -7.004, 23.969)  0.00
H (-7.365, -8.916, 23.149)  0.00
H (-5.952, -8.253, 22.372)  0.00
H (-4.726, -8.520, 24.552)  0.00
H (-5.657, -9.985, 24.279)  0.00
H (-5.859, -8.112, 26.473)  0.00
H (-7.097, -9.277, 26.149)  0.00
H (-6.189, -6.192, 24.058)  0.00
H (-7.718, -6.601, 23.358)  0.00
C (-10.675, -5.242, 17.018)  0.00
C (-11.014, -5.012, 15.563)  0.00
C (-9.613, -4.953, 14.896)  0.00
O (-8.723, -4.553, 15.836)  0.00
C (-9.108, -5.208, 17.089)  0.01
H (-11.038, -6.195, 17.403)  0.00
H (-11.010, -4.433, 17.667)  0.00
H (-11.485, -4.031, 15.616)  0.00
H (-11.675, -5.812, 15.230)  0.00
H (-9.610, -4.258, 14.055)  0.00
H (-9.210, -5.862, 14.450)  0.00
H (-8.738, -4.590, 17.907)  0.00
H (-8.608, -6.176, 17.122)  0.00
C (-10.651, -1.390, 19.201)  0.00
C (-9.730, -2.342, 19.942)  0.00
C (-9.523, -1.606, 21.242)  0.00
O (-9.429, -0.285, 20.723)  0.00
C (-9.935, -0.042, 19.402)  0.00
H (-11.655, -1.321, 19.620)  0.00
H (-10.777, -1.667, 18.154)  0.00
H (-8.805, -2.544, 19.402)  0.00
H (-10.134, -3.343, 20.098)  0.00
H (-8.677, -1.901, 21.862)  0.00
H (-10.358, -1.701, 21.938)  0.00
H (-9.111, 0.091, 18.701)  0.00
H (-10.587, 0.827, 19.315)  0.00
C (-9.458, -10.305, 19.876)  0.00
C (-9.854, -9.655, 21.205)  0.00
C (-11.300, -10.110, 21.435)  0.00
O (-11.757, -9.770, 20.166)  0.00
C (-10.746, -9.972, 19.164)  0.00
H (-9.258, -11.376, 19.843)  0.00
H (-8.614, -9.880, 19.333)  0.00
H (-9.804, -8.566, 21.206)  0.00
H (-9.183, -9.878, 22.035)  0.00
H (-11.771, -9.538, 22.235)  0.00
H (-11.251, -11.171, 21.679)  0.00
H (-10.610, -9.048, 18.602)  0.00
H (-11.055, -10.813, 18.544)  0.00


No. 2
C53H41F5GeN9O3PbS3Se | ωB97M-V/def2-TZVPD

**Maximum force**: 1.03 eV/A
**M**: 1401.932 Da
**Multiplicity**: 2
**LUMO level (alpha / beta)**: 3.362 / 2.640 eV
**ΔE to the lowest compared entry with this formula, charge and spin**: 0.000 eV
**Total charge**: -2
**Highest occupied orbital energy (alpha / beta)**: -2.50 / -2.50 eV

Last column: Löwdin spin population.
Atoms and positions in Å:
Pb (-0.126, -1.007, -1.434)  0.06
O (2.873, -0.524, -4.576)  0.00
C (2.059, -0.232, -3.732)  0.00
N (0.789, -0.756, -3.601)  0.01
C (0.085, -1.134, -4.703)  0.00
O (0.460, -1.232, -5.861)  0.00
C (-1.408, -1.305, -4.432)  0.00
C (-2.229, -1.898, -5.374)  0.00
C (-3.591, -1.954, -5.123)  0.00
C (-4.097, -1.392, -3.959)  0.00
C (-3.205, -0.823, -3.066)  0.00
N (-1.893, -0.796, -3.301)  0.01
C (2.392, 0.916, -2.725)  0.00
C (3.865, 2.235, -1.806)  0.01
C (3.170, 3.388, -1.152)  0.00
C (1.854, 3.568, -1.159)  0.00
C (0.914, 2.540, -1.623)  0.01
N (1.133, 1.443, -2.222)  0.01
H (-1.781, -2.307, -6.268)  0.00
H (-4.256, -2.438, -5.827)  0.00
H (-5.151, -1.406, -3.719)  0.00
H (-3.546, -0.401, -2.126)  0.00
H (4.945, 2.359, -1.748)  0.00
H (3.797, 4.142, -0.687)  0.00
H (1.424, 4.437, -0.673)  0.00
H (-0.132, 2.694, -1.339)  0.00
C (1.061, -0.259, 4.044)  0.00
C (0.007, -0.127, 2.972)  0.01
O (0.239, 0.419, 1.896)  0.06
N (-1.210, -0.620, 3.292)  0.00
C (-2.156, -1.056, 2.275)  0.00
C (-2.051, -2.560, 2.071)  0.00
C (-3.094, -3.258, 1.473)  0.00
C (-2.971, -4.626, 1.328)  0.00
C (-1.814, -5.254, 1.767)  0.00
C (-0.824, -4.472, 2.329)  0.00
N (-0.937, -3.152, 2.500)  0.00
H (1.849, 0.467, 3.865)  0.00
H (1.489, -1.263, 3.986)  0.00
H (0.636, -0.114, 5.038)  0.00
H (-1.212, -1.204, 4.114)  0.00
H (-1.952, -0.512, 1.353)  0.00
H (-3.171, -0.795, 2.572)  0.00
H (-3.961, -2.721, 1.099)  0.00
H (-3.759, -5.197, 0.851)  0.00
H (-1.670, -6.318, 1.640)  0.00
H (0.114, -4.913, 2.652)  0.00
S (-1.406, -3.480, -1.697)  0.04
C (0.131, -4.225, -1.513)  0.00
S (1.524, -3.215, -1.432)  0.00
C (0.270, -5.610, -1.425)  0.00
C (1.543, -6.226, -1.215)  0.00
N (2.553, -6.755, -1.030)  0.00
C (-0.853, -6.490, -1.500)  0.00
N (-1.736, -7.234, -1.540)  0.00
C (-1.840, 4.678, -1.922)  0.00
N (-1.485, 4.507, -0.528)  0.00
C (-0.615, 5.318, 0.184)  0.00
C (-0.554, 4.826, 1.434)  0.00
N (-1.394, 3.728, 1.482)  0.00
C (-1.610, 2.858, 2.627)  0.00
C (-1.987, 3.518, 0.273)  0.00
Se (-3.197, 2.196, -0.123)  0.00
H (-2.543, 5.502, -2.046)  0.00
H (-2.314, 3.758, -2.258)  0.00
H (-0.942, 4.868, -2.510)  0.00
H (-0.113, 6.158, -0.264)  0.00
H (0.014, 5.153, 2.287)  0.00
H (-1.162, 3.325, 3.503)  0.00
H (-1.159, 1.882, 2.446)  0.00
H (-2.680, 2.716, 2.773)  0.00
C (3.929, 4.249, 2.639)  0.00
C (4.848, 3.429, 1.994)  0.00
C (4.419, 2.269, 1.362)  0.01
C (3.070, 1.904, 1.353)  0.06
C (2.162, 2.735, 2.008)  0.00
C (2.585, 3.896, 2.645)  0.00
Ge (2.592, 0.261, 0.330)  0.43
C (3.746, -1.053, 1.305)  0.08
C (4.275, -0.746, 2.563)  0.02
C (5.044, -1.664, 3.268)  0.00
C (5.294, -2.922, 2.735)  0.01
C (4.760, -3.257, 1.499)  0.00
C (3.989, -2.336, 0.801)  0.02
C (3.432, 0.743, -1.510)  0.11
C (3.339, 2.041, -3.263)  0.00
C (4.457, 1.693, -4.203)  0.00
C (5.453, 0.852, -3.939)  0.00
C (5.493, -0.060, -2.795)  0.00
C (4.601, -0.167, -1.804)  0.01
H (4.259, 5.152, 3.139)  0.00
H (5.900, 3.692, 1.985)  0.00
H (5.148, 1.640, 0.858)  0.00
H (1.110, 2.471, 2.006)  0.00
H (1.865, 4.535, 3.144)  0.00
H (4.095, 0.225, 3.006)  0.00
H (5.441, -1.397, 4.241)  0.00
H (5.891, -3.639, 3.285)  0.00
H (4.921, -4.241, 1.076)  0.00
H (3.556, -2.648, -0.139)  0.00
H (2.777, 2.893, -3.645)  0.00
H (4.463, 2.223, -5.150)  0.00
H (6.229, 0.726, -4.685)  0.00
H (6.299, -0.787, -2.802)  0.00
H (4.768, -0.970, -1.101)  0.00
F (-9.975, -0.330, 3.664)  0.00
C (-9.000, -0.334, 2.730)  0.00
C (-9.239, -0.818, 1.459)  0.00
F (-10.466, -1.289, 1.159)  0.00
C (-8.236, -0.816, 0.509)  0.00
F (-8.559, -1.300, -0.701)  0.00
C (-6.936, -0.340, 0.752)  0.00
S (-5.684, -0.349, -0.436)  0.00
C (-6.748, 0.135, 2.059)  0.00
F (-5.545, 0.604, 2.434)  0.00
C (-7.739, 0.144, 3.021)  0.00
F (-7.487, 0.616, 4.259)  0.00


No. 3
C5H9BrCl2O3P2 | ωB97M-V/def2-TZVPD

**Maximum force**: 2.38 eV/A
**M**: 329.882 Da
**Multiplicity**: 1
**LUMO level**: 4.048 eV
**Total charge**: -2
**Highest occupied orbital energy**: 1.96 eV

Last column: Löwdin charge in e.
Atoms and positions in Å:
C (-0.263, -0.940, -3.493)  -0.15
C (-1.309, 0.104, -3.216)  -0.84
Cl (-2.930, -0.379, -3.619)  0.61
C (-1.052, 1.319, -2.726)  -1.01
Cl (-2.375, 2.444, -2.477)  0.53
P (0.648, 1.836, -2.331)  0.59
P (1.019, 1.733, -0.143)  0.25
O (-0.325, 1.411, 0.637)  -0.47
Br (2.250, -0.151, -0.025)  0.14
H (0.691, -0.698, -3.034)  0.02
H (-0.161, -1.020, -4.580)  0.08
H (-0.633, -1.891, -3.106)  0.07
H (0.622, 3.216, -2.610)  -0.12
H (-0.898, 0.804, 0.148)  0.04
O (0.890, -2.045, 5.283)  -0.47
C (1.205, -1.221, 4.247)  -0.58
C (-0.029, -0.729, 3.403)  -0.50
O (0.289, 0.097, 2.347)  -0.44
H (1.907, -1.663, 3.481)  0.06
H (1.738, -0.272, 4.537)  0.06
H (-0.720, -0.280, 4.160)  0.06
H (-0.562, -1.672, 3.117)  0.06


What is the multiplicity in the third record? 1